DFT (ωB97M-V/def2-TZVPD) results for C44H73N10O2PRuS as an isolated structure.

XYZ file:
```
132
Properties=species:S:1:pos:R:3:lowdin_charge:R:1
N 0.6161 2.8709 0.0477 0.0018
H -4.0416 0.4737 -4.0067 0.0905
H 0.2909 -5.7347 -2.4736 0.1145
C 3.3352 2.1256 2.3668 -0.0364
C -0.6152 3.4840 2.5234 -0.0372
C 1.0226 -2.1059 2.6000 -0.3330
N -0.0466 -1.2935 -3.1257 -0.0503
C -2.7967 2.7296 -2.1138 -0.3953
H 2.9615 -3.0031 3.1542 0.0923
C 3.2392 2.2275 -0.1192 -0.0379
H 3.6121 -3.1441 1.0611 0.1079
H -6.7107 -1.5043 -1.7000 0.1065
C 3.2532 -2.2027 0.6343 -0.3237
H -1.4502 -1.8473 1.7398 0.0561
C -2.2969 -2.6414 -3.3564 -0.0361
H -2.8855 -3.4527 -2.9328 0.0743
C 1.0942 -6.3489 0.3704 -0.1875
H -0.2655 -3.7143 0.5264 0.1078
H 0.5493 0.4546 4.8316 0.1066
H 3.4269 -0.1154 1.1526 0.0711
H -4.8017 2.0054 -4.4549 0.0984
H -2.3970 2.2000 -5.2803 0.0958
H 1.7532 -0.1165 2.9285 0.0821
H 3.7415 -1.1957 2.4988 0.1005
C -3.3206 -1.1461 -1.6297 -0.1871
C 0.9492 -0.5095 -3.4435 -0.8809
H -3.2243 -1.7116 1.7756 0.1183
C -2.3009 -0.3805 0.4674 -0.4354
H 2.7556 -1.2500 4.8351 0.1123
H -1.5350 1.0193 -4.2684 0.0619
H 0.0094 -2.4830 5.2894 0.1148
C 0.2277 -0.5056 4.4167 -0.1754
C -4.5982 -1.6259 -1.9641 -0.0333
C 1.9707 -2.8459 3.5818 -0.1842
H 1.4708 5.3464 0.5959 0.1083
C -2.3371 -1.7100 1.1330 0.0580
H 2.8729 1.3094 -0.5786 0.0152
C -1.5824 5.2605 -1.7114 -0.0303
H 1.9272 -6.5642 -0.3041 0.1165
C 2.0817 -2.1093 4.9201 -0.1904
H -5.9250 3.4581 -1.8851 0.0942
H -3.5163 4.4774 0.2387 0.0978
H 1.0625 -7.1661 1.0918 0.1126
O 0.8096 -1.0726 0.0535 -0.3793
H 2.6511 1.9629 3.1957 0.0889
H -2.4571 -2.5103 0.4043 0.0971
H -1.0299 4.4323 2.1665 0.0940
H -6.5248 0.4419 -0.0764 0.1131
H 0.6878 -1.2988 6.3835 0.1106
H 2.5780 4.4987 2.7848 0.0818
H -0.8639 -0.4715 4.3822 0.1073
C -1.0504 6.4812 -1.3301 -0.0874
H 3.7489 -0.0237 -1.1251 0.0596
H 0.8530 -5.0546 2.0840 0.1041
C -1.0885 4.0537 -1.2102 -0.2388
H 1.0685 5.3451 3.1145 0.0969
H -3.0477 2.7817 0.4431 0.0659
P 1.4474 -2.2021 0.8193 0.8076
C -5.6443 -0.0358 -0.4822 -0.0642
H 1.6127 -1.9392 -4.7225 0.0975
H 0.1418 -0.1605 2.2718 0.0761
H -1.4602 7.3979 -1.7325 0.1036
C 1.5666 4.3723 3.1595 -0.0519
C 0.8974 -4.1023 -1.2009 -0.1873
H -4.7947 3.9722 -3.1508 0.0887
C 3.9028 -1.0596 1.4272 -0.2174
H 0.6699 -3.2077 -1.7825 0.0789
H 1.9229 -4.3861 -1.4493 0.1140
H 1.5677 -3.8404 3.7780 0.1047
C 5.3982 -1.0026 1.1302 -0.1681
H -1.0503 -4.8333 -1.8012 0.0915
C 0.6977 -1.6333 5.3460 -0.1912
C -2.1434 -1.5000 -2.3785 -0.2748
H 6.0164 0.3515 -0.4552 0.1015
H 2.4115 -4.9104 1.2995 0.1039
N -1.5538 2.8066 -1.6616 0.0235
H 2.7867 -2.2077 -1.5192 0.0784
H 1.6114 4.0509 4.2020 0.0958
C -4.4308 0.3953 -0.1012 -0.0763
C 0.8009 -0.6398 2.9979 -0.2009
H 5.8318 -1.9723 1.3913 0.1169
C 1.3286 2.9251 1.1724 -0.3929
C -4.2750 1.4795 -3.6549 -0.0380
N 2.5913 2.4760 1.1671 -0.0875
H 4.3128 2.1532 0.0479 0.0978
C -0.1980 -6.2764 -0.4335 -0.1961
H -0.8290 3.3839 3.5885 0.0967
H 0.4929 7.4526 -0.1918 0.1036
C 0.0363 6.5123 -0.4700 -0.0863
H -1.3246 -3.0194 -3.6468 0.0599
H -2.8038 -2.2961 -4.2619 0.0936
H 3.0348 3.0444 -0.8080 0.0985
C 5.6686 -0.6785 -0.3519 -0.1743
Ru -0.1923 1.0583 -0.9996 1.1145
C 1.3413 -5.0221 1.1082 -0.1767
H 5.8826 -0.2711 1.7797 0.1072
H -4.7694 3.2395 0.4492 0.0948
H -1.1841 2.7359 -4.0887 0.0724
N -3.0369 2.1541 -3.3079 -0.1088
N 0.8250 3.4225 2.3422 -0.1371
C 0.5719 5.3205 -0.0095 -0.0336
C -4.9586 3.9296 -2.0785 -0.0436
H -4.6796 -2.3884 -2.7235 0.1091
N -1.0239 -0.8110 -2.2903 -0.0224
H 2.5207 -2.7760 5.6632 0.1155
H 6.4784 -1.3102 -0.7232 0.1106
C -0.0655 -5.2444 -1.5650 -0.1793
N 1.8795 -1.0858 -4.2591 0.0663
H 4.0492 2.9051 2.6407 0.0989
O -1.6308 0.5570 0.8371 -0.0092
C -1.9717 2.0178 -4.2918 -0.0413
H 3.8934 1.2082 2.1836 0.0596
C -3.7919 3.4451 0.0068 -0.0599
N -3.2468 -0.1803 -0.5983 0.0369
N -3.8751 3.2141 -1.4228 -0.1341
H 4.2823 -3.0207 -1.0953 0.1227
H 0.0452 -2.6031 2.6489 0.1048
H 2.5315 -0.4793 -4.7245 0.0745
H 4.7048 -0.9093 -2.2717 0.1165
C 4.4254 -0.8771 -1.2189 -0.1963
H -1.0154 -5.9982 0.2403 0.1111
H -2.3893 5.2369 -2.4352 0.1117
H -4.9921 4.9545 -1.6978 0.0969
H -4.9237 1.3985 -2.7886 0.0734
H -1.0851 2.6616 1.9898 0.0653
H -0.4614 -7.2525 -0.8417 0.1107
H -4.2772 1.1755 0.6310 0.1026
C 3.6602 -2.1500 -0.8703 -0.1597
C -5.7448 -1.1163 -1.4126 -0.0595
C 0.0122 4.0860 -0.3439 -0.2370
C 0.8023 -3.8220 0.3023 -0.3470
S 1.2581 1.1463 -3.0096 0.5689
```

Summary:
HOMO-LUMO gap (spin up / spin down) in eV: 6.722 / 6.667
Multiplicity: 6
Energy in eV: -88510.3356
Total charge: +1
LUMO energy (spin up / spin down) in eV: -1.88 / -2.82
HOMO (spin up / spin down) in Eh: -0.31599 / -0.34879
Relative energy (zero: lowest compared OMol25 entry of this formula, charge and spin) in kJ/mol: 0.0

=====

DFT (ωB97M-V/def2-TZVPD) results for C44H74BeF15O22 as an isolated structure in a non-equilibrium geometry.

XYZ file:
```
156
Properties=species:S:1:pos:R:3:lowdin_charge:R:1
C 16.0001 -32.2676 6.6993 -0.2074
O 10.8291 -30.0184 4.0747 -0.0048
H 15.7443 -31.3371 7.2059 0.1253
C 16.1494 -32.0228 5.1819 -0.0534
H 5.2029 -49.9960 8.9182 0.0729
H 2.4307 -46.2179 9.6244 0.1241
H 15.2463 -32.1624 4.5877 0.0758
H 17.1008 -52.3084 3.1704 0.1301
H -2.9596 -41.9057 2.1858 0.1272
O 10.1506 -44.1339 13.1499 -0.2073
C -1.1121 -44.3160 2.7153 -0.4565
F 13.5511 -35.2983 6.8735 0.1501
C -0.1099 -37.7115 10.3029 -0.3425
H 15.0180 -41.5065 4.9713 0.0785
C 3.5289 -47.4671 -2.7233 -0.2176
O 14.7336 -32.9172 9.1404 0.1251
H 6.9762 -41.9803 15.0731 0.0938
O 17.5677 -39.9040 1.4018 -0.1758
O 9.1365 -29.2404 5.4574 0.1572
H 7.3397 -38.7919 5.0579 0.0932
C 10.2556 -29.1268 4.9865 -0.3056
C 6.0263 -37.9600 -0.6444 -0.1588
H 8.9070 -42.8847 5.5241 0.1963
O 7.4775 -43.6313 6.7676 0.1744
C 7.8070 -40.7670 4.9904 -0.2297
H 9.5823 -30.0516 1.4107 0.0809
C 15.7835 -51.6039 4.6502 -0.4216
O 2.5482 -47.1011 11.3893 -0.1921
H 15.7428 -53.4705 3.5301 0.1310
H 4.4002 -39.1498 -1.2741 0.1106
H 8.5180 -31.3312 1.8693 0.0759
C 10.2795 -42.7461 12.8306 -0.1625
H 2.6590 -34.9179 9.1968 0.0785
C 11.0785 -27.8734 5.1705 -0.5606
H 18.4146 -39.9308 3.3014 0.0716
H 0.5627 -43.2519 3.6466 0.1173
F 1.0364 -44.5426 -5.5915 0.1771
H 1.3365 -34.1949 9.8284 0.0786
H 9.4204 -41.9477 14.6218 0.1231
C 1.7007 -36.1596 10.6995 -0.1810
H 14.4027 -52.3162 2.2003 0.1103
H -0.3178 -41.0937 2.1825 0.1137
H -1.3920 -41.7159 3.5068 0.1112
C 1.6569 -35.1921 9.5264 -0.0606
H 16.8245 -32.7931 4.8093 0.0734
C -0.0394 -43.2455 2.7380 -0.0740
C 6.8544 -41.9664 13.9900 -0.1253
C -2.1025 -42.4543 1.7951 -0.1943
H 15.7291 -39.5987 0.8225 0.1247
H -1.9437 -42.3221 0.7248 0.1280
H 1.7290 -48.2277 -1.7737 0.0725
C 6.8028 -39.7146 5.2781 -0.0544
O 7.4409 -38.1351 -0.9185 0.0158
O 0.5768 -38.4667 9.5856 0.1087
H 5.9629 -39.7591 -2.9609 0.1253
H 1.4043 -48.6766 12.2897 0.0855
O 1.3244 -45.5240 -3.1371 0.1505
H 18.4384 -38.3366 2.5317 0.0803
C 14.8637 -50.3295 2.9170 -0.1813
F 0.2234 -46.4979 -5.6338 0.1500
O 15.0384 -33.2878 6.8834 0.0037
H 4.0308 -49.8295 7.7309 0.0821
C 15.2696 -51.6710 2.3424 -0.1584
F 6.4867 -44.4319 3.9845 0.2098
C 1.9028 -46.1159 -4.0296 -0.3053
O 7.8858 -42.6421 13.3534 -0.1832
O 8.7319 -39.7651 -1.7841 0.0772
H 1.8935 -48.4254 8.3975 0.1186
O -0.9985 -45.4602 3.1044 0.1088
C 5.3509 -39.3438 -0.7773 -0.1416
C 4.1193 -49.9474 8.8109 -0.0872
F 11.1842 -27.5150 6.4528 0.1706
H 3.7034 -46.5364 -2.1835 0.1159
F 13.7201 -35.5214 8.9687 0.1936
H 0.6383 -47.0206 12.2643 0.0907
C -1.6237 -37.9393 10.4536 -0.4549
C 14.4260 -33.5015 8.0804 -0.2938
H 15.2739 -41.4261 1.7886 0.1196
Be 6.8373 -46.9858 12.0510 0.6117
H 0.9745 -46.7586 10.0923 0.1174
H 15.5363 -49.5784 2.5028 0.1210
H 5.9494 -39.8109 4.6069 0.0898
H 5.9331 -42.4849 13.7247 0.0888
F -2.1069 -38.3186 9.2393 0.1386
H 10.2202 -42.5889 11.7537 0.1233
C 9.1271 -42.0197 13.5745 -0.2159
C 1.5594 -47.5987 12.3380 -0.0696
H 16.4778 -42.3681 5.3181 0.0817
C 16.2166 -39.5959 1.7974 -0.2082
C 7.7274 -44.1090 4.1901 -0.5431
H 16.9685 -32.6045 7.0691 0.1290
H 5.3631 -39.8551 0.1853 0.1129
H 19.5502 -39.6034 1.9947 0.0848
C 6.2208 -39.9618 -1.9215 -0.0569
O 15.1715 -50.4273 4.2808 0.0118
H 2.1336 -35.7001 11.5881 0.1297
H 8.5755 -40.6288 5.7510 0.1369
C 16.0482 -52.4293 3.4266 -0.0711
C 7.6042 -39.3008 -1.5858 -0.4405
H 1.9463 -47.4989 13.3521 0.0822
C 15.8212 -42.0726 4.4997 -0.0883
C 9.0973 -30.5025 2.2764 -0.0670
H 6.2692 -41.0396 -1.7662 0.1142
H 10.2887 -44.1827 15.1336 0.0946
C 2.7631 -48.5461 -1.9055 -0.0449
F 2.1833 -46.2310 -6.4521 0.1619
H 15.7908 -51.5906 1.3884 0.1157
C 10.0975 -31.0100 3.3202 -0.2044
C 1.3758 -45.8190 -5.4635 -0.5411
F 12.3098 -28.0693 4.7503 0.1834
H 11.8927 -44.1570 14.2089 0.0921
C 10.8664 -44.5186 14.2724 -0.1182
H 14.5688 -40.3248 2.9453 0.1173
H 8.3262 -40.8461 4.0353 0.1466
F 10.4952 -26.8364 4.5099 0.1589
C 2.2269 -48.4820 9.4337 -0.1642
O 16.4527 -41.1265 3.5983 -0.2009
H 3.2023 -48.8724 -0.9627 0.0789
O 2.9374 -47.0254 -3.9286 0.0075
H 13.8502 -49.9985 2.6906 0.1260
H 16.5369 -31.0189 5.0082 0.0789
F -1.9206 -39.0051 11.2492 0.1519
H 2.6476 -49.4049 -2.5667 0.0743
C 15.5185 -40.6970 2.5611 -0.1990
H 10.9603 -45.6043 14.2496 0.0907
O 15.9711 -51.8919 5.8383 0.0865
H 16.1070 -38.6857 2.3870 0.1211
H 5.6412 -37.3719 -1.4775 0.1190
F -2.1465 -36.7127 10.7974 0.1371
C 13.4066 -34.6560 8.0490 -0.5818
H 1.6759 -49.2945 9.9073 0.1166
H 10.8958 -31.4722 2.7395 0.1189
O 7.1266 -41.9846 5.2424 -0.0181
O 3.6438 -48.7372 9.4755 -0.2149
H 15.5358 -43.0014 4.0057 0.0849
H 2.2813 -37.0150 10.3542 0.1119
H 9.1137 -41.0259 13.1271 0.1233
H 5.7907 -37.3829 0.2497 0.1228
C 2.0122 -47.0902 10.1264 -0.2452
H 4.5547 -47.7988 -2.8838 0.1201
H 9.5863 -31.7898 3.8847 0.1198
F 8.2454 -43.4759 3.0890 0.1457
C 18.5399 -39.4071 2.3537 -0.0923
H 6.4265 -39.6795 6.3005 0.0978
H 3.7935 -50.9298 9.1527 0.0853
F 12.1456 -34.3310 8.3107 0.1815
H 1.1249 -35.6106 8.6721 0.0857
O -2.1931 -43.8155 2.0661 0.0334
H 6.7366 -40.9521 13.6086 0.0896
O 0.3885 -36.6858 10.9926 0.0184
H 0.6937 -43.3566 1.9390 0.1226
C -0.8790 -41.9429 2.5723 -0.1373
H 8.3136 -29.9429 2.7869 0.0767
H 11.2232 -42.3674 13.2233 0.1191
F 8.3200 -45.3189 4.2537 0.1609
C 7.8689 -43.2126 5.4705 -0.2461
```

Summary:
HOMO-LUMO gap in eV: 1.200
Energy in eV: -133013.3615
Total charge: +1
LUMO energy in eV: -9.42
HOMO in Eh: -0.39033